{"formula": "C5H4N4", "method": "the ωB97M-V functional and the def2-TZVPD basis", "species": ["C", "C", "C", "C", "C", "N", "N", "N", "N", "H", "H", "H", "H"], "xyz": [[1.0663, 1.6811, 2.1089], [-1.8202, 1.0767, 2.0878], [-0.2891, -0.7767, 2.2247], [-0.4193, 0.1172, -0.0171], [-0.7611, 0.3164, 1.5228], [2.1297, 2.0465, 2.0980], [-2.5189, 1.6353, 2.8004], [0.1475, -1.6088, 2.8951], [0.9048, -0.3039, -0.3577], [-0.6492, 1.0787, -0.6959], [-1.1195, -0.5910, -0.3998], [1.2885, -1.1905, -0.0733], [1.5276, 0.4086, -0.3871]], "gap_ev": [8.204, 3.965], "multiplicity": 3, "max_force_ev_per_a": 5.18, "e_tot_ha": -411.67028, "de_lowest_kj_mol": 47.32, "lumo_ev": [-0.3513, -5.8964]}

{"formula": "C13H30Cl2N3OPPb", "method": "the ωB97M-V functional and the def2-TZVPD basis", "species": ["Pb", "Cl", "Cl", "C", "H", "H", "C", "C", "H", "C", "H", "C", "H", "H", "C", "H", "H", "C", "H", "H", "H", "H", "C", "N", "C", "P", "O", "N", "C", "C", "N", "C", "C", "H", "H", "H", "H", "H", "H", "H", "H", "H", "H", "H", "H", "H", "H", "H", "H", "H", "H"], "xyz": [[1.7387, 0.1361, -2.2032], [-0.1113, -1.5399, -1.7759], [1.0650, 2.0657, -0.6197], [3.0053, -0.8181, -0.7671], [3.9716, -0.2933, -0.7046], [3.1877, -1.8592, -1.0763], [-1.0394, 1.4768, -3.5142], [0.0458, 1.2871, -4.2041], [-1.0676, 2.1877, -2.6808], [0.1584, 0.2777, -5.3305], [0.9272, 1.9374, -4.0875], [-1.2012, -0.3232, -5.7338], [0.6444, 0.7233, -6.2114], [0.8170, -0.5536, -5.0219], [-2.1116, -0.5624, -4.5330], [-1.6965, 0.3739, -6.4195], [-1.0426, -1.2578, -6.2844], [-2.3256, 0.7389, -3.7332], [-3.0769, -0.9552, -4.8710], [-1.6575, -1.2971, -3.8540], [-3.0384, 1.3697, -4.2930], [-2.8029, 0.5119, -2.7684], [2.1031, 1.0850, 2.5452], [1.6473, -0.2781, 2.3152], [2.5534, -1.1322, 1.6456], [0.0198, -0.7312, 2.3588], [-0.2544, -1.9771, 1.6072], [-0.3413, -0.8802, 4.0208], [-1.1778, -2.0120, 4.4145], [0.5984, -0.4635, 5.0515], [-0.8330, 0.6104, 1.8438], [-1.6585, 0.5641, 0.6495], [-1.1453, 1.6885, 2.7619], [3.1978, 1.0592, 2.6233], [1.7050, 1.4914, 3.4794], [1.8323, 1.7355, 1.7000], [3.5685, -0.9544, 2.0140], [2.2411, -2.1766, 1.7426], [2.5515, -0.8590, 0.3600], [-0.5653, -2.8439, 4.7945], [-1.8647, -1.6941, 5.2105], [-1.7606, -2.3626, 3.5571], [1.6379, -0.6434, 4.7386], [0.4799, 0.6030, 5.2974], [0.3922, -1.0471, 5.9562], [-1.2373, -0.1533, -0.0757], [-2.6935, 0.2747, 0.9058], [-1.6609, 1.5604, 0.1814], [-0.4183, 2.5117, 2.6805], [-2.1402, 2.0813, 2.5124], [-1.1667, 1.3171, 3.7956]], "gap_ev": [6.449, 6.448], "multiplicity": 1, "max_force_ev_per_a": 3.10, "e_tot_ha": -2207.40588, "de_lowest_kj_mol": 0.00, "lumo_ev": [-1.3668, -1.3679]}

{"formula": "C48H108N3O3P2", "method": "the ωB97M-V functional and the def2-TZVPD basis", "species": ["N", "O", "O", "O", "C", "C", "C", "C", "P", "C", "C", "C", "C", "C", "C", "C", "C", "C", "C", "C", "C", "H", "H", "H", "H", "H", "H", "H", "H", "H", "H", "H", "H", "H", "H", "H", "H", "H", "H", "H", "H", "H", "H", "H", "H", "H", "H", "H", "H", "H", "H", "H", "H", "H", "H", "H", "H", "C", "C", "C", "C", "P", "C", "C", "C", "C", "C", "C", "C", "C", "C", "C", "C", "C", "H", "H", "H", "H", "H", "H", "H", "H", "H", "H", "H", "H", "H", "H", "H", "H", "H", "H", "H", "H", "H", "H", "H", "H", "H", "H", "H", "H", "H", "H", "H", "H", "H", "H", "H", "H", "C", "C", "C", "N", "C", "C", "C", "C", "C", "H", "H", "H", "H", "H", "H", "H", "H", "H", "H", "H", "H", "H", "H", "H", "H", "H", "H", "C", "C", "C", "N", "C", "C", "C", "C", "C", "H", "H", "H", "H", "H", "H", "H", "H", "H", "H", "H", "H", "H", "H", "H", "H", "H", "H"], "xyz": [[1.5354, -1.7895, 0.1350], [2.5059, -2.3291, 0.6776], [1.3466, -2.0432, -0.9933], [0.8483, -1.0925, 0.7891], [-4.4945, 0.5156, -1.3794], [-3.7903, -0.0225, -0.0804], [-3.3165, 1.0435, 0.9269], [-2.4517, 0.3491, 2.0644], [-1.9841, 1.3135, 3.5182], [-3.4227, 1.8386, 4.5844], [-4.6957, 2.3218, 4.0339], [-4.6911, 3.6642, 3.3206], [-4.5888, 4.8245, 4.3330], [-1.0251, 2.6928, 2.9416], [0.0855, 2.5495, 1.9359], [1.1527, 3.6962, 1.9112], [0.5179, 5.0794, 1.7873], [-0.9577, 0.2562, 4.5036], [-0.1917, 0.8732, 5.6721], [1.0580, 1.6670, 5.3461], [2.1577, 1.7726, 6.5037], [-5.1119, 1.3669, -1.0927], [-5.2378, -0.1463, -1.8237], [-3.7119, 0.6516, -2.1258], [-3.0185, -0.6546, -0.5194], [-4.6105, -0.5686, 0.3857], [-3.9835, 1.7271, 1.4521], [-2.7521, 1.7723, 0.3451], [-1.5763, 0.0265, 1.5007], [-2.9407, -0.5819, 2.3513], [-2.9207, 2.4972, 5.2932], [-3.6688, 0.8964, 5.0740], [-5.2107, 2.5336, 4.9710], [-5.3563, 1.5329, 3.6743], [-5.6450, 3.7591, 2.8017], [-3.9141, 3.7194, 2.5582], [-3.6603, 5.3916, 4.2673], [-4.6745, 4.4685, 5.3596], [-5.2908, 5.6463, 4.1915], [-0.7818, 3.4531, 3.6837], [-1.7454, 3.1773, 2.2825], [-0.3651, 2.5696, 0.9436], [0.7252, 1.6751, 2.0552], [1.9361, 3.6264, 1.1564], [1.7558, 3.6808, 2.8190], [0.1966, 5.4098, 0.7995], [1.1385, 5.8236, 2.2864], [-0.4043, 5.1775, 2.3599], [-0.2405, -0.1017, 3.7649], [-1.5205, -0.6408, 4.7619], [0.2893, 0.0639, 6.2214], [-0.9105, 1.3681, 6.3253], [0.7131, 2.5953, 4.8907], [1.5147, 1.1663, 4.4924], [2.4295, 0.7786, 6.8589], [1.7384, 2.3266, 7.3436], [3.1513, 2.1992, 6.3661], [-1.6852, 4.4160, -1.1531], [-0.5960, 3.8841, -2.0730], [-0.8388, 2.4811, -2.6242], [0.5627, 1.8007, -2.9956], [0.5116, 0.4907, -4.2086], [2.1213, -0.4002, -4.1517], [2.4435, -1.2621, -5.3667], [3.9721, -1.6407, -5.3142], [4.3253, -2.8309, -4.4096], [-0.9847, -0.4141, -3.6536], [-1.0629, -1.7432, -4.4801], [-2.5075, -2.2969, -4.4185], [-3.6930, -1.4427, -5.1006], [0.3245, 1.2567, -5.7948], [-1.1265, 1.5349, -6.1932], [-1.0716, 2.1169, -7.6193], [-0.9188, 3.6038, -7.3585], [-1.8259, 5.4877, -1.2936], [-1.3249, 4.2357, -0.1403], [-2.6316, 3.9013, -1.3192], [0.2302, 3.9037, -1.3624], [-0.3781, 4.4912, -2.9517], [-1.5697, 2.6299, -3.4189], [-1.3731, 1.7959, -1.9661], [1.0533, 1.3284, -2.1445], [1.2791, 2.4742, -3.4660], [2.2415, -0.8038, -3.1464], [2.9299, 0.3281, -4.0903], [2.3040, -0.6380, -6.2494], [1.9079, -2.2111, -5.3909], [4.6684, -0.8089, -5.2075], [4.0436, -2.1154, -6.2927], [4.3854, -2.5277, -3.3644], [5.3677, -3.1073, -4.5684], [3.6926, -3.7104, -4.5289], [-1.7666, 0.2653, -3.9929], [-0.9665, -0.5515, -2.5724], [-0.3263, -2.4321, -4.0665], [-0.8173, -1.5012, -5.5141], [-2.7936, -2.6230, -3.4186], [-2.3990, -3.2580, -4.9213], [-3.9319, -1.8380, -6.0880], [-3.4787, -0.3959, -5.3158], [-4.6439, -1.4264, -4.5682], [0.6544, 0.5027, -6.5095], [0.8230, 2.2253, -5.7593], [-1.6807, 2.1733, -5.5052], [-1.5109, 0.5342, -6.3903], [-1.9569, 1.8182, -8.1805], [-0.2611, 1.6738, -8.1980], [0.1256, 3.8690, -7.1945], [-1.4806, 4.1753, -6.6196], [-1.0916, 4.0677, -8.3296], [5.4753, 0.7343, -1.8359], [5.9035, 0.5646, -0.3449], [4.9221, -0.1600, 0.6586], [5.5151, -0.2956, 2.0849], [6.8340, -1.1139, 2.1322], [4.3162, -0.9810, 2.9310], [4.4075, -0.3948, 4.2850], [4.9821, 1.0234, 4.1371], [5.6207, 1.0836, 2.7700], [5.5143, -0.2198, -2.3615], [6.1653, 1.4841, -2.2229], [4.4752, 1.1665, -1.8668], [6.0711, 1.6138, -0.1015], [6.9630, 0.3315, -0.2392], [4.6151, -1.1621, 0.3592], [4.0634, 0.5022, 0.7689], [7.0693, -1.3806, 3.1625], [7.7231, -0.5483, 1.8535], [6.6380, -1.9776, 1.4969], [4.4211, -2.0659, 2.9428], [3.3526, -0.6235, 2.5679], [5.0992, -1.0412, 4.8251], [3.4723, -0.3442, 4.8427], [5.7548, 0.9973, 4.9055], [4.2199, 1.7560, 4.4026], [6.6709, 1.3281, 2.9293], [5.0621, 1.8152, 2.1862], [-0.6921, -6.4953, 4.1689], [-1.1884, -5.3466, 3.1949], [-1.9186, -6.0100, 2.1383], [-2.3676, -5.0576, 1.0429], [-3.5004, -4.0733, 1.5220], [-1.2164, -4.2840, 0.3250], [-1.7088, -3.9681, -1.0953], [-2.8595, -4.8898, -1.4223], [-3.0186, -5.8105, -0.1479], [-0.0741, -7.1918, 3.6023], [-1.4822, -7.1104, 4.5997], [0.0553, -6.0468, 4.8233], [-0.4818, -4.5966, 2.8395], [-1.8033, -4.7153, 3.8364], [-2.7756, -6.6026, 2.4583], [-1.2969, -6.8129, 1.7421], [-4.2276, -4.7457, 1.9772], [-3.9761, -3.5234, 0.7100], [-3.0611, -3.5111, 2.3460], [-0.8129, -3.4439, 0.8902], [-0.4203, -5.0273, 0.3695], [-1.9817, -2.9305, -1.2883], [-0.8559, -4.3472, -1.6582], [-3.6974, -4.1929, -1.3991], [-2.7646, -5.5952, -2.2479], [-4.0295, -6.1434, 0.0877], [-2.3788, -6.6738, -0.3308]], "gap_ev": 8.591, "multiplicity": 1, "charge": 3, "max_force_ev_per_a": 6.54, "e_tot_ha": -2965.24925, "lumo_ev": -5.5396}

{"formula": "C5H8N3O", "method": "the ωB97M-V functional and the def2-TZVPD basis", "species": ["C", "C", "C", "C", "C", "N", "N", "N", "O", "H", "H", "H", "H", "H", "H", "H", "H"], "xyz": [[-1.5051, 1.1740, 1.8604], [-1.3081, 0.0377, 1.0426], [-0.5750, 2.1151, 1.4773], [-0.1599, 0.3191, 0.2866], [0.3799, -0.5287, -0.6641], [0.2375, 1.6117, 0.5014], [1.3416, -0.0994, -1.5382], [-0.0222, -1.9506, -0.7559], [0.7490, -2.7283, -1.6273], [-2.3914, 1.4922, 2.3751], [-1.8015, -0.7995, 0.8142], [-0.5714, 3.1421, 1.6930], [0.9679, 2.1107, 0.0001], [1.3356, 0.8629, -1.7959], [1.6735, -0.5850, -2.3194], [0.0844, -2.4951, 0.0529], [0.2921, -2.9421, -2.4377]], "gap_ev": 8.623, "smiles": "N/C(=[NH+]\\O)c1ccc[nH]1", "multiplicity": 1, "charge": 1, "max_force_ev_per_a": 4.81, "e_tot_ha": -434.51802, "de_lowest_kj_mol": 204.97, "lumo_ev": -4.7761}

{"formula": "C5H12NSe", "method": "the ωB97M-V functional and the def2-TZVPD basis", "species": ["C", "C", "C", "C", "C", "N", "Se", "H", "H", "H", "H", "H", "H", "H", "H", "H", "H", "H", "H"], "xyz": [[-1.5897, -0.0908, 0.4802], [-1.4884, -0.5516, 1.6813], [0.0436, 1.0165, -1.3617], [-0.6238, 1.3267, -2.6714], [2.0728, -1.0066, 1.7585], [-0.4283, -0.1769, -0.4406], [1.5190, 1.9500, -0.7367], [2.1247, -1.8984, 1.1068], [-2.5146, 0.3179, 0.0066], [-0.5488, -1.0717, 2.1156], [-2.3460, -0.5410, 2.1937], [-1.5605, 1.9851, -2.4989], [-1.0108, 0.5358, -3.2672], [0.0615, 1.8704, -3.2936], [2.4906, -0.1045, 1.2223], [2.7736, -1.2563, 2.5155], [1.0640, -0.8786, 2.1265], [0.4434, -0.3788, 0.2093], [-0.4825, -1.0473, -1.1464]], "gap_ev": 7.779, "multiplicity": 1, "charge": 1, "max_force_ev_per_a": 4.43, "e_tot_ha": -2653.51599, "de_lowest_kj_mol": 224.98, "lumo_ev": -5.4082}

{"formula": "C22H27AuClIN4O3Sb", "method": "the ωB97M-V functional and the def2-TZVPD basis", "species": ["Au", "Cl", "C", "C", "C", "I", "C", "O", "C", "N", "C", "C", "C", "C", "H", "H", "H", "H", "N", "C", "C", "N", "C", "H", "H", "H", "H", "O", "C", "C", "C", "C", "O", "N", "H", "H", "H", "H", "C", "C", "Sb", "C", "C", "C", "C", "H", "H", "H", "H", "H", "H", "H", "H", "H", "H", "H", "H", "H", "H", "H"], "xyz": [[-0.0751, 0.3029, -0.2030], [4.1275, 5.7634, -0.5377], [3.4550, 4.1669, -0.5640], [4.2785, 3.0825, -0.4881], [3.7521, 1.7745, -0.4675], [5.0277, 0.1396, -0.3655], [2.3999, 1.5507, -0.5226], [1.8842, 0.3202, -0.5147], [1.5468, 2.6845, -0.6101], [0.1993, 2.4360, -0.6535], [-0.6505, 3.4311, -0.7094], [-0.2269, 4.7706, -0.7433], [1.1089, 5.0490, -0.7122], [2.0503, 3.9971, -0.6361], [5.3482, 3.2293, -0.4336], [-1.7014, 3.1794, -0.7379], [-0.9633, 5.5594, -0.7901], [1.4618, 6.0707, -0.7437], [-0.1855, 0.6249, 4.3184], [0.6498, 1.6816, 4.0544], [0.9489, 1.5866, 2.7328], [0.3160, 0.4881, 2.1909], [-0.3624, -0.0585, 3.1710], [-0.6046, 0.4090, 5.2066], [0.9424, 2.3903, 4.8077], [1.5845, 2.2234, 2.1410], [-0.9791, -0.9392, 3.0973], [-2.3617, 1.8567, 1.4345], [-2.8381, 1.1189, 0.6124], [-4.3048, 0.9571, 0.2648], [-4.3080, 0.0165, -0.9352], [-2.8731, -0.4365, -1.0616], [-2.4677, -1.2939, -1.8296], [-2.0844, 0.2455, -0.1857], [-4.7462, 1.9326, 0.0708], [-4.8140, 0.5369, 1.1325], [-4.5803, 0.5168, -1.8653], [-4.9597, -0.8491, -0.8306], [2.1126, -2.5300, 1.2221], [1.8205, -2.9260, -0.2203], [-0.0550, -2.1832, -0.8955], [-0.3426, -3.1696, -2.7468], [0.4913, -2.5886, -3.8837], [-1.3581, -3.1633, 0.4670], [-1.4539, -4.6633, 0.1988], [3.0888, -2.9089, 1.5269], [1.3742, -2.9407, 1.9136], [2.1284, -1.4459, 1.3364], [1.7357, -4.0072, -0.3532], [2.5882, -2.5512, -0.8974], [-1.4072, -3.1054, -2.9451], [-0.0659, -4.2022, -2.5232], [0.1982, -1.5618, -4.1026], [0.3470, -3.1762, -4.7906], [1.5577, -2.5953, -3.6540], [-2.3281, -2.6804, 0.3783], [-0.9693, -2.9582, 1.4655], [-1.8824, -4.8671, -0.7828], [-2.0962, -5.1394, 0.9403], [-0.4792, -5.1516, 0.2523]], "gap_ev": 6.550, "multiplicity": 1, "charge": 1, "max_force_ev_per_a": 1.52, "e_tot_ha": -2432.91836, "de_lowest_kj_mol": 0.00, "lumo_ev": -3.9868}

Q: What is the multiplicity in the sixth record?
A: 1